Run 1
The following is a quantum chemistry calculation of a cluster of 2 separate species, C10H16 in total, from the Open Molecules 2025 dataset.

Properties
Net charge: 0
LUMO energy in eV: 0.9
HOMO-LUMO gap in eV: 9.77
SMILES: Cc1ccccc1.CCC

Geometry (Å):
C (-0.06, -0.07, 3.56)
C (-0.46, 0.66, 2.28)
C (-1.41, -0.05, 1.43)
C (-1.65, 0.54, 0.22)
C (-1.07, 1.77, -0.16)
C (-0.33, 2.50, 0.70)
C (-0.11, 1.99, 2.01)
H (-0.84, -0.55, 4.06)
H (0.57, 0.62, 4.33)
H (0.56, -1.02, 3.18)
H (-1.84, -1.04, 1.69)
H (-2.19, 0.11, -0.51)
H (-1.15, 2.02, -1.17)
H (0.17, 3.37, 0.46)
H (0.36, 2.60, 2.69)
C (2.01, -1.61, -1.88)
C (0.67, -0.75, -1.72)
C (-0.12, -1.11, -2.96)
H (2.68, -1.04, -2.55)
H (1.64, -2.58, -2.28)
H (2.48, -1.78, -0.90)
H (0.12, -1.28, -0.88)
H (0.65, 0.37, -1.51)
H (-0.80, -1.95, -2.79)
H (-0.48, -0.17, -3.55)
H (0.57, -1.54, -3.76)

Results of the Mulliken charge analysis, in e, for atoms 1 through 8:
1 C -1.158
2 C 0.927
3 C -0.502
4 C -0.514
5 C -0.720
6 C -0.400
7 C -0.789
8 H 0.367

Run 2
The following is a quantum chemistry calculation of a cluster of 2 separate species, C10H16 in total, from the Open Molecules 2025 dataset.

Properties
Net charge: 0
LUMO energy in eV: 1.0
HOMO-LUMO gap in eV: 10.15
SMILES: Cc1ccccc1.CCC

Geometry (Å):
C (1.82, 2.32, 0.81)
C (0.79, 1.96, -0.22)
C (1.21, 1.76, -1.54)
C (0.28, 1.41, -2.53)
C (-1.02, 1.06, -2.13)
C (-1.39, 1.15, -0.80)
C (-0.49, 1.65, 0.15)
H (2.83, 1.98, 0.59)
H (1.54, 2.07, 1.83)
H (1.99, 3.41, 0.80)
H (2.17, 2.03, -1.96)
H (0.56, 1.35, -3.57)
H (-1.69, 0.72, -2.91)
H (-2.35, 0.75, -0.49)
H (-0.98, 1.87, 1.09)
C (-0.78, -1.22, 1.64)
C (0.13, -2.30, 1.02)
C (-0.67, -3.45, 0.36)
H (-0.94, -0.47, 0.86)
H (-1.69, -1.72, 1.97)
H (-0.25, -0.67, 2.42)
H (0.76, -1.81, 0.28)
H (0.75, -2.76, 1.79)
H (-0.78, -3.22, -0.70)
H (-0.13, -4.39, 0.47)
H (-1.67, -3.48, 0.78)

Results of the Mulliken charge analysis, in e, for atoms 1 through 8:
1 C -1.506
2 C 0.980
3 C -0.685
4 C -0.519
5 C -0.478
6 C -0.394
7 C -0.381
8 H 0.379

run 2 takes first place; second place is 133.0 kJ/mol up.